Molecular formula: C3H5N3O
Method: DFT, ωB97M-V/def2-TZVPD

XYZ file:
```
12
Properties=species:S:1:pos:R:3:forces:R:3
O 2.305698 -0.492721 -0.815547 -0.03 0.11 0.31
N -0.550963 1.215047 -0.429326 0.45 0.11 -0.11
N 0.291604 -1.614420 0.940822 -1.09 0.14 0.15
N -2.094257 -0.856026 1.021058 0.10 -0.01 -0.07
C -0.818080 -1.270780 0.958112 0.88 -0.39 -0.01
C 1.706485 0.293395 0.041816 0.07 0.07 -0.31
C 0.715392 1.161264 -0.605057 -0.23 0.04 0.16
H -2.750272 -1.538145 0.663223 0.02 0.08 0.05
H -2.162660 0.054957 0.570813 0.01 -0.09 0.00
H 1.267172 1.950485 -1.143145 -0.04 0.01 0.01
H -0.915944 2.058642 -0.869595 0.00 -0.10 -0.03
H 3.005824 -0.961693 -0.333174 -0.13 0.03 -0.15
```
Forces are in eV/Å.

Computed properties:
M: 99.093 g/mol
maximum force: 1.11 eV/A
orbital gap: 9.0 eV
HOMO: -8.503 eV
total energy: -356.690864 Eh
energy relative to the best compared isomer or geometry (same formula, charge and spin): 437.2 kJ/mol
E_LUMO: 0.016 hartree